Formula: C42H44HfP2
Source: OMol25
Level of theory: ωB97M-V/def2-TZVPD

As for the electronic energy: -64130.8862 eV. As for the HOMO-LUMO gap (spin up / spin down): 4.11 / 4.11 eV. The value obtained for the HOMO energy (spin up / spin down) is -12.48 / -12.48 eV. For the molecular weight, the calculation gives 789.3 g mol⁻¹. For the lowest unoccupied orbital energy (spin up / spin down), the calculation gives -8.366 / -8.367 eV.

```
! RIJCOSX wB97M-V def2-TZVPD def2/J DEFGRID3
* xyz 2 1
Hf -0.07786 0.30009 -0.87517
C -1.65692 0.80182 -5.57079
C -1.80187 -0.52448 -5.38094
C -1.35112 -1.55369 -6.37955
C -0.00901 -1.22001 -7.06366
C 1.01261 -0.44568 -6.26661
C 1.22510 0.87704 -6.32864
C 0.28736 1.90857 -6.87751
C -1.18753 1.46642 -6.82780
C 0.95856 -0.76327 0.80876
H -2.04750 1.50136 -4.84634
H -2.42150 -0.92561 -4.57484
H -2.14005 -1.67064 -7.16167
H -1.29020 -2.55352 -5.89518
H 0.46486 -2.18360 -7.29774
H -0.19815 -0.69378 -8.00811
H 1.77868 -1.08567 -5.79249
H 2.24756 1.25389 -6.20681
H 0.57380 2.09784 -7.92786
H 0.42264 2.89129 -6.38082
H -1.80287 2.37464 -6.96837
H -1.37790 0.79087 -7.68370
H 1.23828 -0.09828 1.65870
H 1.88363 -1.21610 0.42652
H 0.30549 -1.54134 1.23995
P -1.85001 -0.93263 -1.96657
P 2.11656 0.41289 -2.00931
C -0.26798 -1.12762 -2.80093
C 0.73472 -0.10977 -3.07466
C -2.79484 -2.40916 -1.88513
C -2.82636 -3.29428 -2.96680
C -3.58349 -4.45978 -2.86131
C -4.22431 -4.76237 -1.65079
C -4.11561 -3.91426 -0.53261
C -3.38815 -2.73149 -0.64570
C -2.81376 0.51444 -2.53292
C -2.23240 1.80208 -2.54952
C -3.06513 2.91707 -2.70998
C -4.44913 2.74112 -2.78727
C -5.02818 1.47056 -2.68583
C -4.21158 0.35501 -2.54213
C 3.48625 -0.72770 -1.93879
C 3.24290 -2.09427 -1.67401
C 4.31915 -2.90458 -1.30753
C 5.61650 -2.38084 -1.25052
C 5.84021 -1.02430 -1.49353
C 4.78379 -0.18659 -1.83939
C 2.62897 2.09786 -2.40882
C 2.62356 3.08282 -1.39884
C 2.94959 4.38736 -1.74981
C 3.21647 4.71684 -3.08345
C 3.09888 3.74515 -4.09152
C 2.81713 2.42769 -3.74793
H -0.11650 -2.14383 -3.16678
H 1.01632 -0.05670 -4.12067
H -2.29128 -3.02388 -3.87650
H -3.68470 -5.12268 -3.72840
H -4.81292 -5.67961 -1.56856
H -4.62004 -4.17337 0.40674
H -3.29832 -2.02566 0.18339
H -1.12491 1.95990 -2.54645
H -2.62735 3.91941 -2.77795
H -5.08980 3.61480 -2.91299
H -6.10571 1.34568 -2.71018
H -4.61271 -0.64930 -2.39982
H 2.21845 -2.47384 -1.72922
H 4.13783 -3.95313 -1.07240
H 6.43936 -3.04831 -1.02469
H 6.84418 -0.61807 -1.41398
H 4.92257 0.87860 -2.00031
H 2.33359 2.79746 -0.38430
H 2.98880 5.15912 -0.98101
H 3.48660 5.74110 -3.34169
H 3.22395 4.02246 -5.13520
H 2.70182 1.65228 -4.50169
C -1.42439 1.56269 0.53116
C -1.24640 1.32263 2.01492
C -1.65870 0.12206 2.60875
C -1.23737 -0.19680 3.89379
C -0.51564 0.74936 4.63187
C -0.24749 2.02224 4.10024
C -0.64199 2.31973 2.80088
H -1.26200 2.60920 0.26931
H -2.43916 1.27204 0.21487
H -2.24085 -0.59212 1.99764
H -1.43078 -1.18466 4.29641
H -0.14901 0.48524 5.61550
H 0.29311 2.76147 4.69138
H -0.47800 3.31407 2.35701
*
```

Löwdin population analysis, charges in e, atoms 1 to 5:
1. Hf 1.26
2. C -0.08
3. C -0.13
4. C -0.17
5. C -0.17

***

Formula: C7H16N2O7S
Source: OMol25
Level of theory: ωB97M-V/def2-TZVPD

As for the electronic energy: -35660.0373 eV. As for the HOMO-LUMO gap: 9.53 eV. The value obtained for the HOMO energy is -9.37 eV. For the molecular weight, the calculation gives 272.3 g mol⁻¹. For the lowest unoccupied orbital energy, the calculation gives 0.160 eV.

```
! RIJCOSX wB97M-V def2-TZVPD def2/J DEFGRID3
* xyz 0 1
N 3.13543 3.02792 -0.80519
C 2.61667 2.12545 -1.86916
C 1.19461 1.42428 -1.48871
C 1.35152 0.57787 -0.13614
C 0.80766 -0.95148 -0.26719
O -0.32559 -1.06881 -1.16945
S -1.78904 -1.25871 -0.36083
O -1.73759 -0.62071 1.02401
O -3.03036 -0.38583 -1.14097
C -2.60795 0.94103 -1.52634
C -2.70503 2.04837 -0.36962
O -3.82776 2.59560 -0.20501
O -1.60001 2.46598 0.45212
H 3.28417 2.53805 0.08685
H 2.54480 3.86586 -0.68365
H 3.36244 1.25674 -2.01909
H 2.53378 2.74461 -2.82198
H 0.46547 2.31072 -1.34412
H 0.84400 0.83002 -2.39611
H 2.48464 0.48608 0.06467
H 0.85913 1.14678 0.72263
H 0.67191 -1.44969 0.74806
H 1.67683 -1.51873 -0.77685
H -1.56624 1.01302 -1.98315
H -3.33767 1.28626 -2.35118
H -1.25153 3.26154 -0.02920
C -1.14509 -3.89839 3.20358
N 0.14378 -4.35514 2.62039
O 0.23523 -4.36865 1.40307
O 1.01740 -4.68327 3.40426
H -1.82465 -3.63961 2.39388
H -1.54609 -4.71924 3.79685
H -0.93491 -3.02789 3.82359
*
```

Löwdin population analysis, charges in e, atoms 1 to 5:
1. N -0.04
2. C -0.28
3. C -0.20
4. C -0.16
5. C -0.23

***

Formula: C24H34N4O4S
Source: OMol25
Level of theory: ωB97M-V/def2-TZVPD

The SMILES is CCN1CCC[C@H]1CNC(=O)c1cn(C)c2ccc(S(=O)(=O)N3CCCCCC3)cc2c1=O. As for the electronic energy: -50426.3790 eV. The energy relative to the best compared isomer or geometry (same formula, charge and spin) is 6.3 kcal/mol. As for the HOMO-LUMO gap: 8.09 eV. The value obtained for the HOMO energy is -8.15 eV. For the molecular weight, the calculation gives 474.6 g mol⁻¹. For the lowest unoccupied orbital energy, the calculation gives -0.058 eV.

```
! RIJCOSX wB97M-V def2-TZVPD def2/J DEFGRID3
* xyz 0 1
C -2.30541 -2.77208 -0.53900
H -2.45955 -3.76935 -0.13540
H -1.58193 -2.83234 -1.34922
H -1.90138 -2.13999 0.24663
C -3.61685 -2.18590 -1.05339
N -4.60317 -2.12228 0.00672
C -5.30463 -3.37167 0.26561
C -6.71498 -3.18441 -0.29854
H -6.70863 -3.33077 -1.38033
C -6.98192 -1.72091 0.03762
H -7.31865 -1.63336 1.07154
H -7.72685 -1.26250 -0.60932
C -5.60161 -1.06090 -0.12050
C -5.34747 0.01326 0.95204
N -4.00927 0.53400 0.85509
C -3.71349 1.63849 0.15789
O -4.54550 2.38440 -0.34011
C -2.24824 1.93959 0.04112
C -1.93233 3.10390 -0.58731
N -0.68292 3.54961 -0.81861
C 0.39088 2.79587 -0.40457
C 1.71365 3.21080 -0.63196
C 2.76822 2.43541 -0.20934
C 2.53199 1.24202 0.46050
C 1.25018 0.81878 0.70150
C 0.15996 1.57801 0.26577
C -1.19787 1.06869 0.52612
O -1.37385 -0.00537 1.09720
H 1.06402 -0.09804 1.24055
S 3.94432 0.26565 0.96749
O 3.52341 -0.66224 1.97866
O 5.02100 1.16023 1.28055
N 4.31620 -0.46835 -0.48643
C 3.39165 -1.49233 -0.92178
H 2.39203 -1.07568 -0.77301
C 3.50397 -2.81838 -0.16200
H 3.71482 -2.57938 0.87963
C 4.55253 -3.78991 -0.71199
H 4.77057 -4.51898 0.07105
C 5.86309 -3.14720 -1.18043
C 6.33196 -1.96079 -0.33630
H 6.10071 -2.12048 0.71705
C 5.71674 -0.63605 -0.79536
H 5.83866 -0.52878 -1.88025
H 6.22178 0.19615 -0.30318
H 7.41586 -1.86426 -0.42951
H 6.63546 -3.91956 -1.17660
H 5.75773 -2.81131 -2.21506
H 4.12744 -4.34061 -1.55504
H 2.53211 -3.31532 -0.18681
H 3.53976 -1.64442 -1.99522
H 3.78982 2.73977 -0.36944
H 1.91621 4.13945 -1.13895
C -0.48636 4.81235 -1.49262
H 0.06327 4.67016 -2.42507
H -1.45593 5.24728 -1.72373
H 0.06417 5.50654 -0.85502
H -2.75109 3.72185 -0.93334
H -3.24499 -0.07716 1.13077
H -6.04565 0.84269 0.81658
H -5.47449 -0.42522 1.94429
H -5.52306 -0.57750 -1.10341
H -7.44178 -3.86362 0.14232
H -5.35512 -3.52837 1.34918
H -4.77927 -4.21677 -0.17987
H -3.42692 -1.16903 -1.40657
H -3.97688 -2.77826 -1.91409
*
```

Löwdin population analysis, charges in e, atoms 1 to 5:
1. C -0.08
2. H 0.06
3. H 0.07
4. H 0.05
5. C -0.25

***

Formula: C7H6Br2N4
Source: OMol25
Level of theory: ωB97M-V/def2-TZVPD

The SMILES is C=Cc1nnc(/C(Br)=C(/C)Br)nn1. As for the electronic energy: -153396.6343 eV. As for the HOMO-LUMO gap: 8.40 eV. The value obtained for the HOMO energy is -9.17 eV. For the molecular weight, the calculation gives 306.0 g mol⁻¹. For the lowest unoccupied orbital energy, the calculation gives -0.771 eV.

```
! RIJCOSX wB97M-V def2-TZVPD def2/J DEFGRID3
* xyz 0 1
C -2.78780 2.23914 2.34613
C -3.10536 1.39577 1.33999
C -2.00882 0.58819 0.74695
N -1.69395 0.93162 -0.49864
N -0.68785 0.29971 -1.05495
C -0.06814 -0.61845 -0.32283
C 1.10301 -1.29741 -0.93289
Br 0.84458 -3.10186 -1.39881
C 2.27193 -0.69278 -1.12974
C 3.48177 -1.35653 -1.72147
Br 2.48794 1.12399 -0.65039
N -0.40873 -0.99445 0.90984
N -1.41356 -0.37315 1.46398
H -3.01471 3.29976 2.28986
H -2.24889 1.87396 3.21737
H -4.11388 1.26430 0.96133
H 4.37943 -0.78434 -1.50105
H 3.61851 -2.33637 -1.26444
H 3.36452 -1.46110 -2.80025
*
```

Löwdin population analysis, charges in e, atoms 1 to 5:
1. C 0.03
2. C -0.11
3. C -0.34
4. N 0.12
5. N 0.11